57
Properties=species:S:1:pos:R:3 method="wB97M-V/def2-TZVPD" fmax_ha_per_bohr=0.0246 de_lowest_kcal_mol=14.43 charge=+1 spin_multiplicity=1 e_tot_ev=-50269.8466 gap_ev=6.7
Pd -0.166 -0.490 -0.416
C 3.308 -1.727 -2.036
C 2.174 -2.680 -1.792
C 2.248 -4.015 -2.139
C 1.162 -4.846 -1.868
C 0.022 -4.352 -1.270
C 0.008 -2.992 -0.961
N 1.067 -2.204 -1.205
N -0.996 -2.258 -0.406
Si -2.457 -2.625 0.499
C -3.107 -0.961 1.048
C -3.678 -3.495 -0.585
C -2.073 -3.722 1.955
H 4.161 -1.971 -1.401
H 2.992 -0.709 -1.821
H 3.647 -1.782 -3.071
H 3.139 -4.400 -2.616
H 1.212 -5.895 -2.135
H -0.835 -4.978 -1.057
H -3.928 -0.630 0.406
H -2.352 -0.175 1.028
H -3.483 -1.006 2.073
H -3.996 -2.877 -1.428
H -4.563 -3.753 0.006
H -3.264 -4.426 -0.981
H -1.078 -3.520 2.360
H -2.113 -4.775 1.662
H -2.804 -3.581 2.758
C 0.516 -0.282 4.308
S 0.567 -1.019 2.693
C 2.257 -1.567 2.711
O 0.533 0.156 1.720
H 1.330 0.438 4.389
H 0.599 -1.066 5.061
H -0.448 0.217 4.391
H 2.380 -2.326 3.484
H 2.897 -0.703 2.894
H 2.455 -1.996 1.730
C -1.325 6.074 -1.136
C 0.189 5.895 -1.049
C 0.633 5.526 0.363
C 0.702 4.895 -2.089
N 0.404 3.495 -1.745
C 1.165 2.601 -1.114
N 0.472 1.500 -1.016
N -0.739 1.738 -1.580
N -0.787 2.941 -2.018
H -1.668 6.771 -0.371
H -1.848 5.126 -0.984
H -1.623 6.468 -2.110
H 0.672 6.837 -1.322
H 0.180 4.586 0.693
H 0.319 6.297 1.067
H 1.721 5.433 0.440
H 1.783 4.961 -2.194
H 0.249 5.076 -3.061
H 2.168 2.773 -0.762